Record 1
Density functional theory data (ωB97M-V/def2-TZVPD) for a 2-piece molecular cluster, C2H6IN2O overall in a non-equilibrium geometry.

Computed properties:
E: -561.81541 Eh
Total charge: +1

Each line ends with the natural charge from an NBO analysis.
Atoms and positions in Å:
C1 -1.417815 0.667476 0.594640  -0.434
C2 -0.013197 -0.931613 -0.604784  0.170
N1 0.095120 -2.093041 -0.519545  0.308
N2 -0.494827 0.352773 -0.601664  -0.544
O1 0.347826 -3.226360 -0.462105  -0.257
I1 2.894206 0.528293 0.032504  -0.144
H1 -1.404758 -0.128567 1.340082  0.261
H2 -0.965312 1.558634 1.064498  0.251
H3 -2.503284 0.966341 0.313560  0.272
H4 4.126867 0.939646 0.970674  0.169
H5 0.352306 0.924806 -0.636006  0.476
H6 -1.017130 0.441617 -1.491858  0.472

Cartesian forces (eV/Å) of the 6 atoms listed first:
C -1.052 1.944 0.588
C 0.803 -3.132 0.120
N -0.199 2.364 -0.110
N -1.674 -0.180 -0.359
O 0.049 -1.049 0.072
I 0.240 -0.217 -0.139

Record 2
Density functional theory data (ωB97M-V/def2-TZVPD) for C2H6IN2Zn as an isolated structure in a non-equilibrium geometry.

Computed properties:
E: -2265.88736 Eh
Total charge: +1

Each line ends with the natural charge from an NBO analysis.
Atoms and positions in Å:
N1 -1.379115 -1.123556 -0.859108  -0.798
C1 -0.078566 -0.935309 -0.213690  -0.231
C2 0.191287 0.564409 0.272428  -0.363
N2 0.539160 0.474840 1.661729  -0.308
I1 0.808906 2.305348 2.487029  0.606
H1 -2.032081 -1.489537 -0.174869  0.384
H2 -1.724726 -0.287152 -1.318954  0.367
H3 0.800387 -1.226504 -0.845105  0.185
H4 -0.063843 -1.593916 0.690995  0.236
H5 -0.741108 1.160744 0.089565  0.273
H6 1.069698 1.045260 -0.346940  0.134
Zn1 2.610003 1.105376 -1.443079  0.516

Cartesian forces (eV/Å) of the 6 atoms listed first:
N 0.995 0.250 0.542
C 0.248 0.206 0.236
C -1.490 -2.496 2.514
N 0.191 2.205 -2.011
I -0.271 -1.141 -0.278
H -0.183 0.267 -0.389

Record 3
Density functional theory data (ωB97M-V/def2-TZVPD) for one molecule with the formula C2H6IO2P in a non-equilibrium geometry.

Computed properties:
E: -869.30882 Eh
Structure (SMILES): COP(I)OC

Each line ends with the natural charge from an NBO analysis.
Atoms and positions in Å:
C1 0.493230 2.018574 0.274978  -0.247
O1 -0.663366 2.144267 -0.490789  -0.801
P1 -1.402725 0.587548 -1.292298  1.264
I1 -3.003208 0.052603 0.440137  -0.239
O2 -0.407045 -0.586065 -1.155833  -0.870
C2 -0.094150 -1.679772 -0.262873  -0.231
H1 1.043562 1.251798 -0.112842  0.157
H2 0.086456 1.811235 1.226922  0.169
H3 0.898447 2.983449 0.180487  0.192
H4 -0.806640 -2.420664 -0.563049  0.208
H5 -0.290475 -1.320474 0.688755  0.193
H6 0.938907 -1.780542 -0.366205  0.203

Cartesian forces (eV/Å) of the 6 atoms listed first:
C -2.586 0.914 0.177
O -2.730 -2.932 -3.116
P 0.340 4.008 0.590
I -0.595 -0.144 0.692
O 1.404 -0.406 -0.527
C -1.435 1.656 -1.309

Record 4
Density functional theory data (ωB97M-V/def2-TZVPD) for C2H6IO2Zr as an isolated structure in a non-equilibrium geometry.

Computed properties:
E: -573.45051 Eh
Total charge: +3

Each line ends with the natural charge from an NBO analysis.
Atoms and positions in Å:
Zr1 3.034486 2.059781 -4.808022  1.956
I1 2.240859 -0.349642 -3.265935  -0.118
C1 0.073486 -0.516437 0.389531  -0.128
C2 -0.881388 -0.033910 1.435222  -0.113
O1 -1.123666 1.302998 1.577266  -0.362
O2 -0.570731 -0.869262 -0.785260  -0.465
H1 0.672420 -1.364387 0.721738  0.310
H2 0.685605 0.310765 0.030158  0.224
H3 -0.749569 -0.482685 2.419774  0.336
H4 -1.836586 -0.555415 1.374191  0.342
H5 -1.648387 1.350309 2.379788  0.533
H6 0.103471 -0.852113 -1.468452  0.484

Cartesian forces (eV/Å) of the 6 atoms listed first:
Zr -0.636 -2.109 1.224
I 0.801 2.219 -1.538
C -0.480 2.398 -1.087
C 0.123 0.220 -0.242
O 1.056 -1.194 -1.028
O -1.103 -0.371 0.081